Entry 1:
# C11H16N5OReS

C11H16N5OReS as an isolated structure (the ωB97M-V functional and the def2-TZVPD basis, the OMol25 dataset).

Last column: natural (NBO) charge in e.
Geometry (Å):
Re1 -0.02129 -0.03891 0.20439  1.392
S1 -0.04196 2.11823 -0.33608  0.246
O1 -0.49222 0.00021 2.01464  -0.690
N1 1.93689 1.11618 -1.87210  -0.321
N2 -0.41819 -1.80673 -0.80092  -0.522
N3 1.84094 3.41137 -1.71931  -0.706
N4 0.35643 0.05779 4.11666  -0.256
N5 1.24564 0.02214 -1.42046  -0.321
C1 1.73384 0.04775 3.55334  -0.427
C2 -1.47825 -3.92248 -1.07661  -0.199
C3 -1.42722 -2.64299 -0.52212  0.132
C4 -0.67385 0.02149 3.36257  0.716
C5 1.45047 -1.10264 -2.03190  0.216
C6 0.54553 -2.18856 -1.69497  0.093
C7 1.39848 2.20786 -1.40314  0.307
C8 -0.49190 -4.31846 -1.94908  -0.048
C9 -2.09026 0.03082 3.78748  -0.706
C10 0.20996 0.11127 5.61492  -0.421
C11 0.54300 -3.41778 -2.28225  -0.121
H1 1.87876 0.91849 2.91760  0.234
H2 -2.57924 -0.87850 3.43036  0.281
H3 1.20594 0.11875 6.03904  0.257
H4 -0.30911 1.02214 5.90048  0.255
H5 2.43633 0.08741 4.37624  0.271
H6 -2.30549 -4.57278 -0.82724  0.289
H7 1.31035 -3.68253 -2.99964  0.284
H8 -2.20044 -2.28061 0.14258  0.244
H9 1.41051 4.25956 -1.38631  0.444
H10 1.89445 -0.87284 2.99617  0.228
H11 -0.32433 -0.76833 5.96184  0.253
H12 2.62643 3.49736 -2.35171  0.459
H13 -2.19328 0.08920 4.86517  0.284
H14 2.20472 -1.15914 -2.81173  0.282
H15 -2.59209 0.88595 3.32945  0.288
H16 -0.51692 -5.30320 -2.39921  0.286

- multiplicity = 2
- total charge = +3
- largest force on an atom (eV/A) = 1.42
- gap between HOMO and LUMO (alpha / beta) (eV) = 5.751 / 6.120
- HOMO level (alpha / beta) (eV) = -18.81 / -18.85
- energy above the lowest of the compared OMol25 structures with the same formula, charge and spin (kcal/mol) = 14.5
- expectation value of S² = 0.8870

---

Entry 2:
# C11H17BIrN5O2S3

C11H17BIrN5O2S3 as an isolated structure (the ωB97M-V functional and the def2-TZVPD basis, the OMol25 dataset).

Last column: natural (NBO) charge in e.
Geometry (Å):
Ir1 0.97905 1.91425 0.26218  0.310
S1 0.50992 1.58227 2.36208  0.329
S2 2.84510 3.52690 0.53821  -0.125
S3 -0.89301 3.03593 0.14750  0.349
O1 0.57229 -0.86858 -0.75511  -0.789
O2 -1.45482 0.11091 -0.33047  -0.745
N1 5.22930 2.76925 1.33924  -0.741
N2 2.72341 0.56259 0.02704  -0.621
N3 3.95272 1.08346 0.48397  -0.436
N4 -4.31056 3.20018 1.57867  -0.195
N5 -2.21266 1.33961 4.81683  -0.194
C1 -1.80772 -1.20039 -0.86716  0.248
C2 -3.18955 2.95138 1.56865  0.220
C3 -1.80414 2.60552 1.53284  -0.287
C4 -1.75917 1.62657 3.80116  0.216
C5 -0.41467 -1.82676 -1.29028  0.248
C6 -1.15744 1.96039 2.54960  -0.286
C7 4.07562 2.38783 0.80414  0.317
C8 -0.10975 -3.17216 -0.66238  -0.631
C9 -2.51494 -1.94989 0.24998  -0.633
C10 -0.17799 -1.87975 -2.78893  -0.632
C11 -2.76440 -0.96176 -2.02083  -0.631
B1 -0.10640 0.21964 -0.28158  0.902
H1 2.81700 0.34657 -0.96838  0.417
H2 2.52400 -0.32093 0.48457  0.431
H3 -0.82689 -3.92076 -0.99985  0.231
H4 4.66712 0.41150 0.72184  0.408
H5 0.88451 -3.49781 -0.96876  0.221
H6 5.35309 3.74000 1.57736  0.440
H7 -3.39881 -1.38384 0.54254  0.235
H8 -3.04145 -1.90273 -2.49715  0.224
H9 0.83842 -2.22593 -2.97780  0.221
H10 -0.86401 -2.57774 -3.26780  0.232
H11 -3.67260 -0.49886 -1.63661  0.235
H12 -0.30057 -0.90251 -3.25413  0.218
H13 -2.34082 -0.29964 -2.77324  0.219
H14 6.00786 2.14483 1.47544  0.414
H15 -2.83745 -2.93815 -0.07727  0.226
H16 -0.13796 -3.13158 0.42441  0.222
H17 -1.88161 -2.05981 1.12947  0.215

- multiplicity = 2
- total charge = +1
- largest force on an atom (eV/A) = 1.06
- gap between HOMO and LUMO (alpha / beta) (eV) = 6.478 / 6.786
- HOMO level (alpha / beta) (eV) = -11.25 / -12.32
- energy above the lowest of the compared OMol25 structures with the same formula, charge and spin (kcal/mol) = 4.5
- expectation value of S² = 0.7708

---

Entry 3:
# C11H17ClN2O3S2

A single C11H17ClN2O3S2 molecule (the ωB97M-V functional and the def2-TZVPD basis, the OMol25 dataset).

Last column: natural (NBO) charge in e.
Geometry (Å):
Cl1 -3.07246 3.83246 0.37999  0.065
S1 -2.31838 -1.89540 0.99213  2.344
S2 -2.45451 1.08463 1.40384  0.518
O1 -2.37518 -1.83683 2.41844  -0.930
O2 -3.11689 -2.83992 0.27416  -0.934
O3 3.10614 1.97847 1.06157  -0.524
N1 1.22309 -0.09007 0.35047  -0.484
N2 -0.74546 -2.13406 0.57186  -0.874
C1 2.06070 2.24780 0.15349  -0.091
C2 -3.28760 0.07314 -0.80860  -0.220
C3 -0.43447 -2.37633 -0.81716  -0.233
C4 2.34407 -0.31565 1.25369  -0.246
C5 -2.75141 -0.27068 0.39289  -0.556
C6 0.85939 1.32122 0.38968  -0.251
C7 -3.46014 1.46617 -0.95186  -0.285
C8 -3.04718 2.14393 0.15755  -0.256
C9 0.05880 -1.13178 -1.55895  -0.423
C10 3.51782 0.63099 0.97649  -0.089
C11 1.39188 -0.62200 -0.99748  -0.224
H1 3.93736 0.42969 -0.02244  0.158
H2 0.45018 1.52573 1.38348  0.208
H3 1.80583 0.12381 -1.69063  0.182
H4 -3.86881 1.94098 -1.82436  0.240
H5 0.19777 -1.38541 -2.61105  0.216
H6 -0.69327 -0.34409 -1.49637  0.209
H7 -3.55518 -0.65410 -1.55262  0.248
H8 0.33424 -3.15585 -0.86362  0.195
H9 2.66777 -1.35495 1.17943  0.204
H10 1.77665 3.28829 0.31630  0.201
H11 4.30230 0.50616 1.72413  0.199
H12 2.43000 2.13839 -0.87893  0.157
H13 0.08754 1.51968 -0.35554  0.207
H14 2.09264 -1.45919 -0.95501  0.198
H15 1.98180 -0.13295 2.27044  0.204
H16 -0.09812 -1.48329 1.00489  0.435
H17 -1.34689 -2.76899 -1.27032  0.231

- structure (SMILES) = O=S(=O)(NCCCN1CCOCC1)c1ccc(Cl)s1
- largest force on an atom (eV/A) = 1.20
- gap between HOMO and LUMO (eV) = 9.011
- HOMO level (eV) = -8.70

---

Entry 4:
# C11H17F6MoN4O4P

C11H17F6MoN4O4P as an isolated structure (the ωB97M-V functional and the def2-TZVPD basis, the OMol25 dataset).

Last column: natural (NBO) charge in e.
Geometry (Å):
Mo1 0.82830 -0.56211 0.45319  1.870
P1 4.13482 1.48108 1.56663  2.696
F1 2.85363 2.13855 0.95806  -0.534
F2 3.82650 0.16443 2.40608  -0.552
F3 1.71695 0.46802 -0.71199  -0.334
F4 4.14563 0.47667 0.28858  -0.589
F5 3.97571 2.33171 2.86536  -0.531
F6 5.52523 1.99311 1.22474  -0.464
O1 -0.09934 -1.84802 1.32913  -0.485
O2 -1.60566 -0.70020 2.40299  -0.281
O3 -1.47066 -2.81673 2.78820  -0.107
O4 2.72966 -1.76205 0.79331  -0.894
N1 -1.18961 -1.80423 2.31042  0.744
N2 -0.80390 0.50899 0.02810  -0.563
N3 1.12392 1.02558 3.21823  -0.369
N4 0.73942 -1.97983 -1.32592  -0.523
C1 -2.79511 3.02941 1.05817  -0.574
C2 -2.85372 2.08986 -0.17391  -0.233
C3 0.71204 -1.54196 -2.58301  0.058
C4 1.04366 -3.75751 -3.38960  -0.075
C5 -1.73209 1.20480 -0.09482  0.820
C6 0.85491 -2.41427 -3.65919  -0.201
C7 1.06555 -4.21118 -2.08420  -0.192
C8 -4.17524 1.32166 -0.17757  -0.586
C9 -2.75664 2.99903 -1.42384  -0.578
C10 0.89773 -3.27499 -1.06819  0.047
C11 1.02307 0.51364 2.18512  0.285
H1 -4.30107 0.70387 -1.06960  0.244
H2 -2.81330 2.39017 -2.32910  0.236
H3 3.48479 -1.46666 0.24837  0.562
H4 -4.25351 0.64346 0.67417  0.230
H5 0.58468 -0.47480 -2.75848  0.230
H6 1.20718 -5.25038 -1.82097  0.274
H7 -1.84652 3.59416 -1.43039  0.235
H8 -3.61192 3.67735 -1.45761  0.273
H9 -3.63734 3.72131 1.04630  0.277
H10 1.23531 1.51293 4.09031  0.520
H11 3.11671 -2.09378 1.62426  0.559
H12 1.19527 -4.46155 -4.20941  0.274
H13 -1.87739 3.60894 1.08580  0.230
H14 -5.00039 2.03233 -0.13706  0.273
H15 0.83401 -2.03001 -4.66869  0.277
H16 0.87245 -3.61003 -0.03433  0.226
H17 -2.90373 2.42923 1.96240  0.224

- multiplicity = 2
- total charge = +3
- largest force on an atom (eV/A) = 5.40
- gap between HOMO and LUMO (alpha / beta) (eV) = 4.845 / 4.895
- HOMO level (alpha / beta) (eV) = -19.25 / -19.25
- expectation value of S² = 0.7592

---

Question: What is the formula in the fourth record?
Answer: C11H17F6MoN4O4P